Molecular formula: C8H13PS
Method: DFT, ωB97M-V/def2-TZVPD

Each line ends with the Löwdin charge.
Positions of all 23 atoms, in Å:
C1 1.5125 0.4164 -0.2170  -0.052
C2 0.9331 0.6648 0.9507  -0.183
C3 0.1296 -1.5639 -0.8236  -0.672
C4 0.8518 -0.3361 -1.3311  -0.397
C5 -0.4400 0.2548 1.2825  -0.746
C6 0.2429 -2.7742 -1.6993  -0.163
C7 -0.1234 0.5606 -2.1116  -0.053
C8 -1.3520 2.0064 3.1992  -0.400
P1 -0.7582 -1.6700 0.5954  0.984
S1 -0.8070 0.2781 3.0587  0.758
H1 2.5276 0.7405 -0.3901  0.115
H2 1.4876 1.1485 1.7438  0.100
H3 1.6241 -0.6645 -2.0361  0.136
H4 -1.2138 0.8267 0.7705  0.058
H5 1.2856 -3.0902 -1.7685  0.071
H6 -0.1003 -2.5541 -2.7107  0.069
H7 -0.3442 -3.6003 -1.3053  0.052
H8 0.4223 1.3847 -2.5750  0.078
H9 -0.8819 0.9737 -1.4493  0.068
H10 -0.6178 -0.0137 -2.8957  0.081
H11 -1.5515 2.1974 4.2492  0.029
H12 -2.2609 2.1438 2.6187  0.035
H13 -0.5663 2.6706 2.8447  0.034

Atoms 1-3, force components in eV/Å:
C 0.13 -0.02 -0.68
C -0.16 -0.36 0.40
C 1.06 -0.77 -1.51

The calculation puts the LUMO energy (spin up / spin down) at 0.83 / -3.31 eV. As for the HOMO energy (spin up / spin down): -5.09 / -8.02 eV. The gap between HOMO and LUMO (spin up / spin down) is 5.9 / 4.7 eV. The calculation puts the calculated total energy at -1051.96530 Eh. Its multiplicity is 3. As for the strongest force on any atom: 0.0415 hartree/bohr.